Record 1
A 2-piece molecular cluster, C2ClF2N overall in a non-equilibrium geometry. Source: the OMol25 dataset; level of theory: ωB97M-V with the def2-TZVPD basis set.

Calculated values
Kohn-Sham gap (spin up / spin down)	0.436 / 0.193	Eh
2S+1	1
energy above the lowest of the compared OMol25 structures with the same formula, charge and spin	4.9926	eV
calculated total energy	-21515.5736	eV

XYZ file:
```
6
C2ClF2N, DFT ωB97M-V with the def2-TZVPD basis set
C -0.363 -0.555 2.205
C 0.280 0.216 -1.158
N -0.879 -1.000 3.120
F -0.323 -0.471 -2.116
F 1.593 0.061 -1.240
Cl -0.308 1.749 -0.811
```

***

Record 2
A 2-piece molecular cluster, C3H12NO overall in a non-equilibrium geometry. Source: the OMol25 dataset; level of theory: ωB97M-V with the def2-TZVPD basis set.

Calculated values
Kohn-Sham gap	0.429	Eh
charge	+1
2S+1	1
energy above the lowest of the compared OMol25 structures with the same formula, charge and spin	0.8060	eV
calculated total energy	-6836.6085	eV

XYZ file:
```
17
C3H12NO, DFT ωB97M-V with the def2-TZVPD basis set
C -1.851 -1.563 -1.062
O -1.800 -0.315 -0.359
H -2.795 -1.656 -1.593
H -1.750 -2.392 -0.372
H -1.048 -1.530 -1.784
H -2.632 -0.155 0.110
C 2.043 0.691 -0.585
C 1.399 1.191 0.688
N 0.427 0.175 1.241
H 2.913 0.056 -0.417
H 2.393 1.527 -1.174
H 1.358 0.157 -1.228
H 0.830 2.102 0.507
H 2.090 1.462 1.477
H 0.948 -0.649 1.519
H -0.191 0.541 1.958
H -0.205 -0.127 0.464
```

***

Record 3
C18H44AsF6O24S7 as an isolated structure in a non-equilibrium geometry. Source: the OMol25 dataset; level of theory: ωB97M-V with the def2-TZVPD basis set.

Calculated values
Kohn-Sham gap	0.378	Eh
charge	-1
2S+1	1
energy above the lowest of the compared OMol25 structures with the same formula, charge and spin	0.0000	eV
calculated total energy	-221508.2177	eV

XYZ file:
```
100
C18H44AsF6O24S7, DFT ωB97M-V with the def2-TZVPD basis set
As -0.497 0.449 -0.334
F -1.835 -0.002 -1.417
F 0.659 0.537 -1.685
F 0.846 0.790 0.866
F -1.635 0.378 1.065
F -0.239 -1.350 -0.276
F -0.815 2.247 -0.368
O 1.595 6.881 3.309
S 1.651 5.515 2.791
O 2.814 5.085 1.956
O 1.344 4.380 4.011
C 2.383 3.492 4.408
C 2.379 2.231 3.557
C 0.120 5.059 1.911
H 2.273 3.439 5.492
H 3.328 3.955 4.125
H 1.759 1.434 3.966
H 3.408 1.879 3.629
H 2.171 2.169 2.489
H -0.720 5.495 2.452
H 0.067 3.975 2.008
H 0.387 5.456 0.932
O 5.147 -2.570 -0.339
S 4.183 -2.960 -1.347
O 4.559 -2.896 -2.792
O 3.624 -4.536 -1.032
C 3.341 -4.902 0.260
C 2.523 -6.131 0.172
C 2.650 -2.013 -1.117
H 2.790 -4.129 0.795
H 4.243 -5.009 0.862
H 2.107 -6.393 1.145
H 3.229 -6.898 -0.143
H 1.798 -6.137 -0.642
H 2.260 -2.255 -0.128
H 1.847 -2.277 -1.804
H 2.867 -0.951 -0.999
O 0.160 -1.445 -6.905
S -0.606 -0.641 -5.942
O -1.751 0.158 -6.376
O -1.070 -1.512 -4.541
C -0.694 -2.855 -4.474
C -1.544 -3.424 -3.389
C 0.545 0.592 -5.037
H 0.349 -2.933 -4.167
H -0.881 -3.315 -5.444
H -1.267 -4.475 -3.316
H -2.592 -3.197 -3.586
H -1.268 -2.892 -2.479
H 1.482 0.034 -5.039
H 0.188 0.846 -4.039
H 0.657 1.450 -5.699
O 4.200 4.349 -2.733
S 3.138 3.336 -2.632
O 2.021 3.301 -3.524
O 3.935 1.920 -2.765
C 4.954 1.693 -1.785
C 5.833 0.638 -2.379
C 2.606 3.404 -0.841
H 4.671 1.246 -0.832
H 5.604 2.549 -1.605
H 6.307 0.075 -1.575
H 6.502 1.078 -3.119
H 5.243 -0.048 -2.986
H 1.599 3.019 -0.681
H 2.421 4.466 -0.677
H 3.357 3.054 -0.134
C -1.440 -1.055 4.470
C -2.751 -1.020 5.284
O -2.983 -2.303 5.834
S -1.916 -3.390 5.206
O -2.412 -3.939 3.962
O -1.483 -4.296 6.243
O -0.788 -2.206 4.889
H -0.904 -0.138 4.717
H -1.771 -1.085 3.432
H -3.584 -0.689 4.664
H -2.664 -0.375 6.158
C -3.936 -2.142 0.984
C -3.100 -2.989 0.090
O -4.073 -3.687 -0.656
S -5.562 -3.909 0.058
O -5.712 -5.266 0.563
O -6.558 -3.275 -0.804
O -5.028 -2.940 1.315
H -4.133 -1.184 0.503
H -3.374 -1.909 1.889
H -2.533 -3.689 0.704
H -2.335 -2.522 -0.530
C -4.407 2.811 0.826
C -3.840 3.586 -0.406
O -4.899 4.474 -0.765
S -6.317 4.338 0.103
O -7.499 4.223 -0.778
O -6.320 5.405 1.100
O -5.824 2.881 0.629
H -4.063 3.457 1.633
H -3.978 1.815 0.937
H -3.523 2.866 -1.160
H -3.001 4.242 -0.173
```

***

Record 4
An isolated ion of composition C4H11N2 and charge +1 in a non-equilibrium geometry. Source: the OMol25 dataset; level of theory: ωB97M-V with the def2-TZVPD basis set.

Calculated values
Kohn-Sham gap	0.445	Eh
charge	+1
2S+1	1
energy above the lowest of the compared OMol25 structures with the same formula, charge and spin	3.4484	eV
calculated total energy	-7297.4996	eV
SMILES	C[C@H]1[NH2+][C@@]1(C)N

XYZ file:
```
17
C4H11N2, DFT ωB97M-V with the def2-TZVPD basis set
C 1.400 -1.257 1.059
C 0.202 -0.255 0.984
N 0.528 1.133 0.362
C -0.450 0.134 -0.272
C -1.815 0.727 -0.533
N 0.358 -0.446 -1.750
H 1.282 -2.019 0.274
H 1.343 -1.729 2.058
H 2.339 -0.732 1.072
H -0.335 0.143 1.884
H 0.366 1.849 1.079
H 1.307 1.390 -0.270
H -1.659 1.372 -1.364
H -2.265 1.328 0.299
H -2.338 -0.144 -0.834
H 0.187 -1.432 -1.708
H -0.450 -0.060 -2.342
```

***

Record 5
C4H4O2 as an isolated structure. Source: the OMol25 dataset; level of theory: ωB97M-V with the def2-TZVPD basis set.

Calculated values
Kohn-Sham gap	0.317	Eh
2S+1	1
energy above the lowest of the compared OMol25 structures with the same formula, charge and spin	4.5490	eV
calculated total energy	-8302.5283	eV

XYZ file:
```
10
C4H4O2, DFT ωB97M-V with the def2-TZVPD basis set
O 2.416 -0.280 -0.230
C 1.229 -0.264 -0.075
C 0.273 0.598 0.780
C -0.821 -0.225 0.127
O -0.791 0.217 -1.258
C 0.093 -1.219 -0.567
H 0.251 1.685 0.664
H 0.407 0.337 1.836
H -1.818 -0.394 0.529
H -1.239 -0.455 -1.806
```